[1]
# C11H19NO2S

A single C11H19NO2S molecule (ωB97M-V/def2-TZVPD, OMol25).

Properties
Frontier orbital gap (spin up / spin down) (hartree): 0.196 / 0.309
Molecular weight (g mol⁻¹): 229.3
Energy relative to the best compared isomer or geometry (same formula, charge and spin) (eV): 4.264
F_max (eV/Å): 4.12
Electronic energy (eV): -28129.9677
HOMO level (spin up / spin down) (eV): -6.48 / -7.72
E_LUMO (spin up / spin down) (eV): -1.16 / 0.68

```
34
C11H19NO2S, DFT ωB97M-V/def2-TZVPD
C 1.811 0.753 -0.847
C -0.695 -1.486 1.254
C 0.447 -0.656 1.719
C -1.728 -0.804 0.316
C -0.809 0.679 -1.414
C 0.519 1.175 -0.694
C -0.195 -2.631 0.432
C -2.907 -1.668 0.087
C -0.795 0.763 -2.932
C 2.751 -0.464 2.140
C 1.310 3.811 -0.372
N 2.948 0.476 -0.791
O -1.120 -0.584 -0.952
O 1.695 -1.021 1.454
S 0.378 2.483 0.376
H -1.261 -1.739 2.212
H 0.334 0.286 2.415
H -2.002 0.091 0.780
H -1.616 1.341 -1.022
H 0.674 -3.111 0.720
H -0.164 -2.213 -0.619
H -0.986 -3.363 0.374
H -3.227 -2.263 0.916
H -2.744 -2.527 -0.659
H -3.846 -1.152 -0.323
H 0.196 1.036 -3.265
H -1.449 1.550 -3.283
H -1.118 -0.157 -3.373
H 3.641 -0.646 1.500
H 2.790 -0.740 3.188
H 2.743 0.699 2.034
H 2.389 3.694 -0.279
H 1.015 4.617 0.263
H 1.020 3.770 -1.355
```


[2]
# C20H11F5N5SV

C20H11F5N5SV as an isolated structure (ωB97M-V/def2-TZVPD, OMol25).

Properties
Frontier orbital gap (spin up / spin down) (hartree): 0.221 / 0.277
Molecular weight (g mol⁻¹): 499.3
F_max (eV/Å): 1.47
Electronic energy (eV): -78479.3290
HOMO level (spin up / spin down) (eV): -6.28 / -8.39
E_LUMO (spin up / spin down) (eV): -0.26 / -0.85
2S+1: 3

```
43
C20H11F5N5SV, DFT ωB97M-V/def2-TZVPD
V -0.906 0.021 0.761
N 3.386 -0.269 -0.075
C 2.117 -0.594 0.159
N 1.145 0.258 0.230
C 1.414 1.634 -0.036
N 0.443 2.444 -0.207
N -0.772 1.781 -0.076
C -1.901 2.393 -0.428
C -3.053 1.571 -0.347
C -4.332 1.939 -0.806
C -5.358 1.039 -0.735
C -5.121 -0.245 -0.212
C -3.855 -0.563 0.193
N -2.822 0.300 0.121
C 2.819 2.057 -0.113
C 3.211 3.393 -0.164
C 4.548 3.724 -0.265
C 5.516 2.720 -0.316
C 5.147 1.392 -0.261
C 3.798 1.074 -0.156
H 4.076 -1.001 -0.075
H 1.895 -1.643 0.317
H -1.904 3.413 -0.788
H -4.481 2.934 -1.204
H -6.346 1.311 -1.084
H -5.907 -0.982 -0.135
H -3.620 -1.536 0.602
H 2.445 4.156 -0.126
H 4.847 4.763 -0.302
H 6.564 2.979 -0.394
H 5.893 0.607 -0.294
S -1.208 0.365 2.743
F -2.020 -2.067 -1.515
C -1.358 -2.744 -0.545
C -0.739 -2.062 0.489
C -0.064 -2.899 1.364
F 0.674 -2.409 2.382
C -0.036 -4.281 1.258
F 0.640 -5.026 2.139
C -0.705 -4.899 0.222
F -0.684 -6.226 0.100
C -1.375 -4.120 -0.699
F -2.009 -4.702 -1.721
```


[3]
# C5H4N2

A single C5H4N2 molecule (ωB97M-V/def2-TZVPD, OMol25).

Properties
Frontier orbital gap (hartree): 0.345
Molecular weight (g mol⁻¹): 92.1
Energy relative to the best compared isomer or geometry (same formula, charge and spin) (eV): 5.139
F_max (eV/Å): 0.68
SMILES: [H]/N=N/C=C=CC#C
Electronic energy (eV): -8224.3541
HOMO level (eV): -9.31
E_LUMO (eV): 0.09

```
11
C5H4N2, DFT ωB97M-V/def2-TZVPD
H -1.595 -2.287 0.510
N -0.853 -1.573 0.509
N -0.509 -1.385 1.685
C 0.518 -0.355 1.846
C 0.863 0.318 0.774
C 0.837 0.405 -0.540
C 0.034 1.221 -1.388
C -0.596 1.825 -2.219
H 0.928 -0.286 2.854
H 1.443 -0.324 -1.078
H -1.069 2.440 -2.953
```


[4]
# C21H20N6O3

A single C21H20N6O3 molecule (ωB97M-V/def2-TZVPD, OMol25).

Properties
Frontier orbital gap (hartree): 0.312
Molecular weight (g mol⁻¹): 404.4
Energy relative to the best compared isomer or geometry (same formula, charge and spin) (eV): 3.720
F_max (eV/Å): 2.12
SMILES: COCCn1ncc2c(-c3cnc4c(c3)NC(=O)[C@@]3(CCN(C#N)C3)O4)cccc21
Electronic energy (eV): -37183.2557
HOMO level (eV): -8.29
E_LUMO (eV): 0.21

```
50
C21H20N6O3, DFT ωB97M-V/def2-TZVPD
C -8.663 -0.445 0.462
O -7.872 -0.632 1.642
C -6.501 -0.920 1.364
C -5.735 0.382 1.303
N -4.285 0.120 1.159
N -3.706 -1.086 0.896
C -2.432 -0.892 0.810
C -2.061 0.463 1.006
C -0.862 1.224 0.929
C 0.416 0.663 0.511
C 0.885 -0.545 1.045
N 2.035 -1.102 0.650
C 2.766 -0.528 -0.297
C 2.394 0.692 -0.903
C 1.176 1.265 -0.508
N 3.140 1.239 -1.933
C 4.389 0.740 -2.282
O 4.997 1.309 -3.178
C 4.936 -0.463 -1.459
C 6.082 -0.130 -0.471
C 6.857 -1.459 -0.387
N 6.558 -2.154 -1.637
C 6.757 -3.451 -1.811
N 6.949 -4.557 -2.051
C 5.442 -1.577 -2.375
O 3.975 -1.090 -0.561
C -0.911 2.601 1.139
C -2.140 3.260 1.402
C -3.305 2.487 1.446
C -3.262 1.093 1.220
H -8.209 0.270 -0.199
H -9.633 -0.061 0.759
H -8.753 -1.377 -0.113
H -6.382 -1.445 0.417
H -6.135 -1.624 2.136
H -6.140 1.009 0.504
H -5.860 0.845 2.279
H -1.719 -1.677 0.602
H 0.307 -1.043 1.790
H 0.813 2.187 -0.983
H 2.772 2.015 -2.509
H 5.697 0.154 0.520
H 6.733 0.673 -0.823
H 7.939 -1.324 -0.275
H 6.481 -2.111 0.416
H 5.821 -1.169 -3.320
H 4.642 -2.331 -2.605
H 0.030 3.173 1.079
H -2.176 4.337 1.576
H -4.246 2.993 1.615
```